[1]
The following is a DFT calculation (ωB97M-V/def2-TZVPD) of a cluster of 5 separate species, C24H36ClIO21S5 in total at a distorted geometry.

Geometry as XYZ:
```
88
Properties=species:S:1:pos:R:3
C 0.774 -2.817 -0.603
C 0.905 -1.405 0.015
C 0.603 -0.299 -0.978
O 1.113 0.965 -0.421
S 0.095 1.848 0.380
O -0.398 1.190 1.551
O 0.770 3.085 0.641
C -1.263 2.218 -0.757
C -1.199 3.657 -1.270
C -1.914 4.629 -0.352
O -3.077 4.776 -0.380
Cl -0.943 5.598 0.763
C -1.196 1.216 -1.943
I 0.195 1.826 -3.499
C -0.850 -0.204 -1.477
O -0.878 -1.046 -2.636
C -1.886 -0.775 -0.477
C -3.297 -0.251 -0.607
C -4.069 -0.347 -1.763
C -5.360 0.169 -1.820
C -5.925 0.800 -0.712
C -7.302 1.408 -0.756
C -5.185 0.869 0.467
C -3.895 0.349 0.507
H 1.668 -3.372 -0.351
H 0.707 -2.789 -1.683
H -0.054 -3.349 -0.146
H 1.952 -1.277 0.282
H 0.357 -1.309 0.945
H 1.202 -0.501 -1.859
H -2.222 2.091 -0.261
H -0.191 4.015 -1.445
H -1.739 3.728 -2.210
H -2.161 1.233 -2.433
H -1.602 -0.775 -3.208
H -1.884 -1.850 -0.640
H -1.585 -0.633 0.555
H -3.664 -0.812 -2.654
H -5.921 0.094 -2.739
H -7.182 2.441 -1.088
H -7.951 0.932 -1.481
H -7.718 1.437 0.245
H -5.592 1.322 1.358
H -3.328 0.411 1.428
C -10.371 -3.514 -0.198
C -10.276 -2.380 0.801
O -9.298 -1.497 0.237
S -9.386 -1.541 -1.361
O -10.170 -0.449 -1.810
O -8.088 -1.790 -1.872
O -10.266 -2.873 -1.476
H -9.539 -4.213 -0.092
H -11.311 -4.055 -0.130
H -9.958 -2.710 1.785
H -11.221 -1.839 0.885
C 3.749 3.956 1.752
C 3.918 5.053 2.780
O 4.551 4.399 3.893
S 5.516 3.246 3.360
O 6.846 3.749 3.303
O 5.213 2.041 4.041
O 4.953 3.172 1.871
H 2.895 3.320 1.981
H 3.651 4.338 0.741
H 2.973 5.490 3.087
H 4.586 5.841 2.423
C 9.085 0.723 2.997
C 9.246 1.820 4.024
O 9.884 1.174 5.139
S 10.858 0.023 4.608
O 12.185 0.520 4.546
O 10.548 -1.178 5.292
O 10.287 -0.055 3.112
H 8.233 0.082 3.230
H 8.983 1.109 1.987
H 8.302 2.255 4.325
H 9.909 2.610 3.664
C 5.060 -4.980 -2.679
C 4.653 -5.569 -4.014
O 3.235 -5.747 -3.903
S 2.615 -4.590 -2.984
O 2.105 -3.560 -3.814
O 1.836 -5.213 -1.981
O 3.994 -4.079 -2.347
H 5.119 -5.746 -1.903
H 6.001 -4.439 -2.729
H 5.133 -6.522 -4.218
H 4.851 -4.877 -4.835
```

Computed properties:
SMILES string: CC[C@@H]1OS(=O)(=O)[C@@H](CC(=O)Cl)[C@@H](I)[C@]1(O)Cc1ccc(C)cc1.O=S1(=O)OCCO1.O=S1(=O)OCCO1.O=S1(=O)OCCO1.O=S1(=O)OCCO1
E: -143264.843 eV
HOMO-LUMO gap: 9.108 eV
HOMO: -0.3335 hartree
Net charge: 0

Atom charges from the Mulliken analysis, given in e for atoms 1 to 8:
1 C -1.361
2 C -0.789
3 C -1.033
4 O -0.312
5 S 1.420
6 O -0.661
7 O -0.581
8 C 0.951

---

[2]
The following is a DFT calculation (ωB97M-V/def2-TZVPD) of a cluster of 2 separate species, Cl3H3Si2 in total at a distorted geometry.

Geometry as XYZ:
```
8
Properties=species:S:1:pos:R:3
Si -1.517 -0.596 0.106
Si 1.824 0.696 -0.391
Cl -0.310 -2.191 -0.088
Cl 3.725 0.256 0.004
Cl -1.047 0.792 1.486
H -1.525 0.129 -1.090
H -2.907 -1.316 0.360
H 1.755 2.231 -0.387
```

Computed properties:
E: -53372.706 eV
HOMO-LUMO gap: 7.789 eV
HOMO: -0.3139 hartree
Net charge: 0

Electronic structure analysis, Mulliken charges in units of e:
1 Si 0.668
2 Si 0.210
3 Cl -0.194
4 Cl -0.171
5 Cl -0.205
6 H -0.128
7 H -0.113
8 H -0.067

---

[3]
The following is a DFT calculation (ωB97M-V/def2-TZVPD) of a structure of composition C13H15LuNTe at a distorted geometry.

Geometry as XYZ:
```
31
Properties=species:S:1:pos:R:3
C -0.552 0.957 -3.471
C 0.852 1.105 -3.239
C 1.033 2.024 -2.159
C -0.262 2.463 -1.736
C -1.241 1.804 -2.548
Lu -0.176 0.018 -1.247
N -1.630 -1.325 -1.815
C -0.445 -2.298 -1.946
C 0.966 -1.792 -1.931
H 1.990 2.372 -1.766
H 1.648 0.625 -3.811
H -0.473 3.168 -0.930
H -2.322 1.941 -2.489
H -1.016 0.351 -4.251
H 1.374 -1.750 -2.945
H -0.563 -3.092 -1.174
H -2.510 -1.824 -1.763
H 1.593 -2.398 -1.276
H -0.621 -2.828 -2.912
Te -1.953 0.569 1.043
C -0.539 0.320 2.562
C -0.896 0.831 3.835
C -0.105 0.516 4.945
C 1.050 -0.266 4.792
C 1.429 -0.724 3.521
C 0.651 -0.433 2.391
H -1.803 1.430 3.918
H -0.393 0.878 5.934
H 1.658 -0.516 5.664
H 2.336 -1.320 3.409
H 0.919 -0.808 1.396
```

Computed properties:
E: -56128.403 eV
HOMO-LUMO gap: 6.139 eV
HOMO: -0.1194 hartree
Net charge: -1

Atom charges from the Mulliken analysis, given in e for atoms 1 to 8:
1 C -0.346
2 C -0.476
3 C -0.822
4 C -0.511
5 C -0.363
6 Lu 0.604
7 N -0.440
8 C -0.343

---

[4]
The following is a DFT calculation (ωB97M-V/def2-TZVPD) of a structure of composition C40H67BBiN3P3Si at a distorted geometry.

Geometry as XYZ:
```
116
Properties=species:S:1:pos:R:3
Bi 0.181 -1.402 0.281
C -2.962 -0.142 2.599
C -2.120 -0.828 3.700
C -2.397 -0.069 5.012
P -0.382 -0.927 2.951
C 0.473 -2.326 3.861
C -0.275 -3.629 3.578
C 0.505 -2.072 5.335
C 0.326 0.648 3.339
C 0.669 1.023 4.657
C 1.683 1.980 4.830
C 2.101 2.792 3.777
C 1.674 2.497 2.483
C 0.758 1.468 2.252
Si 0.178 1.269 0.464
C 1.624 1.835 -0.646
C 1.561 3.083 -1.148
C 2.687 3.708 -1.679
C 3.865 3.001 -1.716
C 3.934 1.739 -1.148
C 2.791 1.069 -0.688
P 2.811 -0.725 -0.488
C 4.150 -1.230 0.728
C 5.575 -0.671 0.528
C 3.745 -0.829 2.076
C 3.550 -1.587 -2.092
C 3.202 -0.854 -3.418
C 3.378 -3.136 -1.993
C -1.187 2.495 0.194
C -1.574 3.212 1.335
C -2.414 4.308 1.265
C -2.852 4.747 0.029
C -2.440 4.109 -1.150
C -1.853 2.810 -1.049
P -2.276 1.725 -2.393
C -1.722 2.562 -4.075
C -2.830 3.429 -4.776
C -0.384 3.422 -4.125
C -4.172 1.523 -2.317
C -5.000 2.782 -2.464
C -4.642 0.386 -3.299
H -3.968 -0.078 3.047
H -2.933 -0.591 1.578
H -2.626 0.887 2.589
H -2.557 -1.852 3.926
H -1.656 -0.174 5.760
H -3.394 -0.518 5.459
H -2.466 0.994 4.795
H 1.543 -2.459 3.549
H -1.097 -3.569 4.350
H 0.398 -4.491 3.723
H -0.675 -3.663 2.583
H -0.478 -1.925 5.762
H 1.044 -1.167 5.658
H 0.991 -2.936 5.855
H 0.309 0.521 5.527
H 2.073 2.049 5.863
H 2.758 3.634 3.931
H 2.061 3.084 1.635
H 0.664 3.662 -1.073
H 2.531 4.667 -2.189
H 4.754 3.387 -2.212
H 4.787 1.057 -1.282
H 4.146 -2.331 0.725
H 5.981 -0.835 -0.525
H 6.299 -1.283 1.193
H 5.691 0.373 0.776
H 2.707 -1.141 2.295
H 3.734 0.260 2.086
H 4.407 -1.272 2.842
H 4.635 -1.423 -1.981
H 3.690 -1.332 -4.336
H 3.496 0.161 -3.429
H 2.142 -0.861 -3.679
H 2.405 -3.347 -1.567
H 4.186 -3.634 -1.424
H 3.470 -3.633 -3.026
H -1.278 2.981 2.355
H -2.681 4.891 2.112
H -3.516 5.622 -0.021
H -2.517 4.462 -2.142
H -1.586 1.649 -4.653
H -3.010 4.386 -4.297
H -3.748 2.845 -5.016
H -2.382 3.630 -5.762
H -0.447 4.445 -3.742
H -0.177 3.605 -5.187
H 0.526 2.895 -3.641
H -4.164 1.097 -1.277
H -6.022 2.546 -2.141
H -4.991 3.157 -3.453
H -4.684 3.629 -1.806
H -4.078 0.253 -4.182
H -5.697 0.638 -3.637
H -4.605 -0.576 -2.767
N -1.057 -1.933 -3.030
C -1.548 -3.259 -3.360
C -2.548 -3.967 -2.358
C -2.058 -4.044 -0.929
N -2.126 -2.695 -0.310
H -1.796 -1.220 -3.114
H -0.324 -1.608 -3.755
H -0.668 -3.887 -3.518
H -2.100 -3.383 -4.289
H -2.548 -4.978 -2.743
H -3.550 -3.526 -2.407
H -1.012 -4.398 -0.852
H -2.609 -4.775 -0.381
H -2.729 -2.671 0.566
H -2.526 -2.080 -1.031
B 2.977 -4.608 1.458
C 1.527 -4.534 0.919
N 0.532 -4.178 0.454
H 3.307 -5.736 1.739
H 3.256 -3.780 2.285
H 3.663 -4.311 0.518
```

Computed properties:
E: -89288.279 eV
HOMO-LUMO gap: 6.480 eV
HOMO: -0.3744 hartree
Net charge: +1

Atom charges from the Mulliken analysis, given in e for atoms 1 to 8:
1 Bi 1.532
2 C -1.010
3 C 0.475
4 C -1.562
5 P 0.501
6 C 1.220
7 C -1.535
8 C -1.665